Entry from the OMol25 dataset: a 13-piece molecular cluster, C66H76O26S6 overall in a non-equilibrium geometry (the ωB97M-V functional and the def2-TZVPD basis).

Properties
E_LUMO in eV: -1.77
Frontier orbital gap in eV: 8.25
DFT total energy in eV: -187908.09453
ΔE to the lowest compared entry with this formula, charge and spin in eV: 1.993
Max |F| in eV/A: 4.23

Each line ends with the Löwdin charge.
CARTESIAN COORDINATES (ANGSTROEM)
C 3.351 0.621 -4.548  0.034
C 4.576 0.110 -4.223  0.053
C 5.301 0.557 -3.016  -0.369
O 6.304 -0.019 -2.600  0.101
C 4.805 1.736 -2.297  0.042
C 3.550 2.203 -2.561  0.027
C 2.724 1.583 -3.633  -0.403
O 1.529 1.832 -3.658  0.051
H 2.757 0.296 -5.423  0.133
H 5.051 -0.701 -4.756  0.125
H 5.350 2.190 -1.435  0.123
H 2.971 2.960 -2.018  0.110
C 3.995 0.748 3.211  0.008
C 4.603 1.385 2.196  0.058
C 3.802 2.465 1.296  -0.272
O 4.432 3.091 0.429  0.051
C 2.361 2.738 1.686  0.009
C 1.756 2.104 2.724  0.032
C 2.567 1.057 3.499  -0.327
O 1.872 0.489 4.371  0.037
H 4.397 -0.206 3.670  0.128
H 5.589 1.184 1.878  0.087
H 1.759 3.442 1.116  0.093
H 0.718 2.315 2.904  0.098
C -4.351 1.272 5.681  0.035
C -3.888 1.958 4.627  0.046
C -2.471 1.753 4.144  -0.299
O -2.029 2.252 3.062  0.043
C -1.553 0.959 4.932  0.004
C -2.020 0.130 5.839  0.070
C -3.498 0.180 6.210  -0.374
O -3.911 -0.556 7.056  0.108
H -5.296 1.573 6.079  0.121
H -4.442 2.760 4.192  0.103
H -0.622 0.993 4.525  0.066
H -1.325 -0.557 6.334  0.133
C 1.361 -3.487 6.715  0.023
C 2.496 -3.067 6.083  0.042
C 2.588 -2.802 4.607  -0.370
O 3.570 -2.901 3.920  0.110
C 1.231 -2.570 3.999  0.021
C 0.125 -3.091 4.561  0.048
C 0.090 -3.647 5.990  -0.394
O -0.901 -4.023 6.529  0.123
H 1.459 -3.695 7.790  0.126
H 3.447 -3.113 6.591  0.113
H 1.265 -2.125 3.024  0.077
H -0.803 -2.950 4.100  0.058
C -1.682 4.996 1.662  0.011
C -0.784 4.642 0.765  0.037
C -1.216 3.663 -0.337  -0.352
O -0.381 3.338 -1.150  0.074
C -2.613 3.256 -0.400  0.021
C -3.500 3.750 0.466  0.027
C -3.082 4.522 1.617  -0.409
O -3.840 4.784 2.539  0.091
H -1.539 5.642 2.496  0.120
H 0.273 4.968 0.675  0.090
H -2.968 2.682 -1.231  0.103
H -4.542 3.490 0.364  0.122
C -0.737 0.387 -5.115  0.023
C -0.370 -0.496 -4.166  0.022
C -1.368 -1.317 -3.466  -0.334
O -1.101 -1.920 -2.442  0.067
C -2.786 -1.443 -4.094  0.037
C -3.134 -0.556 -4.983  0.011
C -2.169 0.499 -5.526  -0.343
O -2.470 1.184 -6.496  0.090
H 0.011 0.995 -5.604  0.108
H 0.678 -0.617 -3.943  0.086
H -3.309 -2.272 -3.491  0.126
H -4.025 -0.528 -5.584  0.116
C -2.810 4.784 -6.851  0.049
C -3.534 4.273 -5.815  0.048
C -2.770 3.726 -4.678  -0.429
O -3.329 3.291 -3.708  0.095
C -1.301 3.663 -4.695  -0.002
C -0.608 4.121 -5.744  0.010
C -1.336 4.877 -6.772  -0.384
O -0.684 5.622 -7.489  0.100
H -3.199 5.301 -7.692  0.112
H -4.619 4.183 -5.761  0.127
H -0.981 2.983 -3.859  0.128
H 0.475 3.985 -5.807  0.129
C 5.231 -2.985 -0.338  -0.235
C 4.690 -3.525 0.957  -0.226
C 5.930 -3.675 1.907  -0.191
S 6.943 -2.190 1.524  0.703
O 8.354 -2.521 1.560  -0.324
O 6.387 -1.126 2.337  -0.332
C 6.307 -1.921 -0.109  -0.228
H 4.562 -2.558 -1.055  0.088
H 5.689 -3.855 -0.853  0.125
H 4.075 -4.470 0.811  0.134
H 4.096 -2.752 1.388  0.063
H 6.429 -4.583 1.544  0.102
H 5.820 -3.739 2.989  0.088
H 7.058 -2.057 -0.877  0.103
H 6.015 -0.896 -0.253  0.075
C 0.183 -0.881 1.151  -0.156
C -0.324 0.241 0.150  -0.184
C 0.874 0.797 -0.641  -0.186
S 2.054 -0.610 -0.692  0.704
O 3.325 -0.511 -0.002  -0.288
O 2.068 -0.933 -2.083  -0.314
C 1.018 -1.772 0.233  -0.198
H -0.635 -1.328 1.725  0.111
H 0.732 -0.163 1.861  0.118
H -0.857 0.968 0.673  0.073
H -0.936 -0.202 -0.641  0.091
H 1.423 1.653 -0.255  0.067
H 0.640 1.006 -1.672  0.067
H 1.696 -2.481 0.612  0.074
H 0.461 -2.265 -0.497  0.050
C -3.655 -0.458 0.940  -0.217
C -5.117 -0.167 0.792  -0.223
C -5.558 -0.738 -0.560  -0.233
S -4.964 -2.346 -0.449  0.687
O -4.638 -2.786 -1.793  -0.345
O -5.743 -3.182 0.454  -0.315
C -3.380 -1.887 0.400  -0.160
H -3.282 -0.332 1.980  0.118
H -3.158 0.264 0.339  0.076
H -5.234 0.907 0.728  0.107
H -5.652 -0.598 1.639  0.105
H -5.092 -0.221 -1.403  0.120
H -6.657 -0.863 -0.650  0.128
H -2.575 -1.824 -0.358  0.079
H -3.169 -2.753 1.034  0.090
C -6.169 -4.387 5.507  -0.168
C -5.723 -5.240 4.206  -0.188
C -5.253 -4.237 3.188  -0.276
S -4.451 -2.947 4.067  0.639
O -5.010 -1.655 3.808  -0.306
O -3.020 -3.125 3.909  -0.341
C -4.945 -3.453 5.716  -0.222
H -6.227 -4.988 6.395  0.091
H -7.205 -3.982 5.374  0.125
H -6.538 -5.831 3.823  0.106
H -4.913 -5.903 4.491  0.113
H -6.069 -3.741 2.624  0.096
H -4.565 -4.625 2.371  0.129
H -5.126 -2.472 6.216  0.089
H -4.112 -3.990 6.282  0.138
C 1.610 -5.981 -1.881  -0.179
C 1.137 -4.519 -1.954  -0.218
C 1.271 -3.998 -3.387  -0.242
S 2.709 -4.709 -3.969  0.631
O 3.725 -3.747 -3.935  -0.290
O 2.422 -5.456 -5.173  -0.312
C 2.959 -5.940 -2.641  -0.187
H 0.882 -6.546 -2.419  0.103
H 1.708 -6.321 -0.808  0.134
H 1.753 -3.968 -1.264  0.086
H 0.074 -4.416 -1.585  0.134
H 1.437 -2.970 -3.396  0.054
H 0.451 -4.300 -3.989  0.108
H 3.821 -5.762 -2.064  0.078
H 3.181 -6.798 -3.221  0.080
C 1.651 5.399 -3.189  -0.249
C 0.945 6.624 -3.804  -0.191
C 0.563 7.547 -2.597  -0.195
S 1.931 7.283 -1.443  0.707
O 1.479 6.480 -0.291  -0.357
O 2.712 8.473 -1.266  -0.309
C 2.747 6.001 -2.382  -0.254
H 2.100 4.699 -3.847  0.088
H 0.910 4.813 -2.551  0.124
H -0.014 6.342 -4.266  0.093
H 1.537 7.249 -4.553  0.145
H -0.319 7.226 -2.140  0.075
H 0.436 8.573 -2.941  0.108
H 3.219 5.267 -1.692  0.108
H 3.562 6.465 -2.967  0.122

Entry from the OMol25 dataset: C66H86GeN2P2ScSi2 as an isolated structure in a non-equilibrium geometry (the ωB97M-V functional and the def2-TZVPD basis).

Properties
E_LUMO (spin up / spin down) in eV: 2.12 / 2.12
Frontier orbital gap (spin up / spin down) in eV: 3.91 / 3.91
DFT total energy in eV: -184368.73283
ΔE to the lowest compared entry with this formula, charge and spin in eV: 0.970
Charge: -1
Max |F| in eV/A: 2.37

Each line ends with the Löwdin charge.
CARTESIAN COORDINATES (ANGSTROEM)
Sc 0.125 1.037 -0.585  0.715
C 1.372 -2.115 -2.523  -0.225
Si 1.281 -1.404 -0.712  0.600
C 1.079 -3.074 0.287  -0.285
C 2.011 -4.092 0.081  -0.110
C 1.891 -5.344 0.660  -0.091
C 0.819 -5.605 1.499  -0.095
C -0.108 -4.609 1.748  -0.119
C 0.001 -3.347 1.157  -0.378
P -1.215 -2.010 1.505  1.111
C -2.697 -2.987 2.134  -0.467
C -3.279 -3.830 0.993  -0.220
C -4.453 -4.673 1.490  -0.201
C -5.551 -3.775 2.057  -0.211
C -4.994 -2.883 3.165  -0.201
C -3.804 -2.065 2.658  -0.214
C -0.466 -1.345 3.104  -0.427
C -1.006 0.075 3.348  -0.205
C -0.474 0.697 4.637  -0.207
C -0.677 -0.233 5.831  -0.185
C -0.017 -1.584 5.575  -0.192
C -0.625 -2.237 4.333  -0.194
C 3.168 -0.956 -0.499  -0.308
C 4.163 -1.624 -1.219  -0.120
C 5.433 -1.099 -1.390  -0.081
C 5.725 0.166 -0.896  -0.080
C 4.769 0.845 -0.162  -0.112
C 3.523 0.269 0.092  -0.403
P 2.363 1.018 1.300  1.095
C 3.250 0.424 2.855  -0.376
C 4.678 0.878 3.146  -0.199
C 5.290 -0.046 4.208  -0.179
C 4.300 -0.344 5.354  -0.190
C 3.184 0.696 5.399  -0.180
C 2.371 0.670 4.099  -0.244
C 2.530 2.862 1.043  -0.403
C 3.649 3.723 1.655  -0.176
C 3.190 4.381 2.954  -0.192
C 2.080 5.406 2.662  -0.176
C 1.217 4.969 1.465  -0.171
C 1.147 3.450 1.403  -0.245
H 1.430 -3.207 -2.538  0.024
H 2.234 -1.719 -3.063  0.017
H 0.487 -1.825 -3.090  -0.017
H 2.857 -3.905 -0.570  0.079
H 2.625 -6.114 0.456  0.098
H 0.709 -6.578 1.963  0.097
H -0.924 -4.832 2.424  0.088
H -2.399 -3.655 2.948  0.088
H -2.513 -4.470 0.552  0.102
H -3.634 -3.152 0.213  0.108
H -4.104 -5.358 2.270  0.113
H -4.851 -5.281 0.673  0.107
H -6.379 -4.380 2.437  0.104
H -5.941 -3.140 1.255  0.113
H -4.674 -3.507 4.007  0.113
H -5.773 -2.209 3.530  0.107
H -3.440 -1.431 3.468  0.085
H -4.139 -1.408 1.849  0.117
H 0.605 -1.264 2.872  0.095
H -2.098 0.063 3.390  0.098
H -0.736 0.701 2.487  0.078
H -0.984 1.643 4.817  0.098
H 0.592 0.907 4.529  0.034
H -1.749 -0.382 5.999  0.113
H -0.264 0.225 6.734  0.105
H -0.151 -2.240 6.440  0.110
H 1.059 -1.445 5.431  0.096
H -1.685 -2.414 4.538  0.102
H -0.150 -3.204 4.149  0.108
H 3.937 -2.572 -1.693  0.084
H 6.181 -1.652 -1.945  0.098
H 6.687 0.623 -1.090  0.103
H 4.985 1.849 0.179  0.100
H 3.288 -0.656 2.660  0.119
H 4.671 1.900 3.523  0.100
H 5.295 0.843 2.252  0.095
H 6.190 0.430 4.603  0.107
H 5.597 -0.982 3.735  0.110
H 4.825 -0.364 6.312  0.104
H 3.851 -1.331 5.214  0.109
H 3.617 1.688 5.551  0.113
H 2.523 0.501 6.247  0.108
H 1.833 1.617 3.999  0.087
H 1.622 -0.122 4.159  0.059
H 2.640 2.920 -0.044  0.076
H 3.897 4.511 0.937  0.122
H 4.562 3.155 1.808  0.081
H 4.032 4.871 3.448  0.110
H 2.820 3.611 3.639  0.092
H 2.527 6.376 2.437  0.110
H 1.456 5.530 3.552  0.103
H 1.656 5.328 0.533  0.109
H 0.218 5.403 1.532  0.086
H 0.409 3.131 0.647  0.058
H 0.799 3.064 2.372  0.096
N 4.788 6.110 -2.093  0.044
C 3.958 5.291 -2.152  -0.323
C 2.984 4.299 -2.194  -0.312
C 1.579 4.573 -2.036  -0.082
C 0.680 3.565 -1.994  -0.206
N 1.000 2.196 -2.084  -0.151
C 2.355 1.958 -2.383  -0.218
C 3.311 2.912 -2.425  -0.093
H 1.235 5.599 -1.972  0.101
H -0.379 3.787 -1.924  0.053
H 2.595 0.928 -2.631  0.088
H 4.334 2.640 -2.655  0.104
C -2.073 1.638 -0.959  -0.457
Ge -3.177 3.154 -0.344  1.012
C -2.407 4.968 -0.688  -0.245
C -2.032 5.867 0.309  -0.120
C -1.449 7.087 -0.005  -0.099
C -1.238 7.442 -1.328  -0.096
C -1.641 6.578 -2.336  -0.089
C -2.216 5.359 -2.014  -0.129
C -4.831 3.182 -1.491  -0.236
C -6.146 3.418 -1.095  -0.102
C -7.197 3.366 -2.001  -0.096
C -6.957 3.095 -3.339  -0.101
C -5.653 2.886 -3.762  -0.099
C -4.614 2.924 -2.845  -0.137
C -3.575 3.192 1.606  -0.243
C -2.497 3.453 2.454  -0.138
C -2.686 3.721 3.801  -0.098
C -3.964 3.699 4.341  -0.098
C -5.040 3.372 3.530  -0.094
C -4.844 3.122 2.178  -0.103
H -1.866 1.997 -1.985  -0.024
H -2.204 5.620 1.348  0.080
H -1.148 7.761 0.788  0.101
H -0.764 8.384 -1.573  0.100
H -1.498 6.853 -3.374  0.104
H -2.523 4.696 -2.815  0.092
H -6.370 3.661 -0.066  0.074
H -8.211 3.540 -1.659  0.096
H -7.777 3.038 -4.044  0.096
H -5.445 2.678 -4.805  0.105
H -3.605 2.729 -3.195  0.076
H -1.490 3.445 2.045  0.079
H -1.837 3.963 4.430  0.099
H -4.118 3.925 5.388  0.097
H -6.040 3.325 3.945  0.097
H -5.692 2.854 1.565  0.074
C -4.690 -0.738 -3.418  -0.178
Si -2.917 -0.511 -2.777  0.527
C -1.920 0.424 -4.088  -0.172
C -2.184 -2.263 -2.702  -0.176
C -3.022 0.389 -1.102  -0.368
H -4.689 -1.159 -4.427  0.027
H -5.233 0.206 -3.443  0.001
H -5.250 -1.423 -2.775  0.024
H -1.719 -0.236 -4.935  0.031
H -0.955 0.759 -3.693  0.014
H -2.444 1.301 -4.474  0.020
H -2.973 -3.012 -2.623  0.022
H -1.506 -2.400 -1.858  0.000
H -1.624 -2.483 -3.612  0.022
H -2.807 -0.322 -0.305  -0.001
H -4.081 0.654 -0.966  0.044

> Which of these has the lowest DFT total energy?

C66H76O26S6